No. 1
DFT (ωB97M-V with the def2-TZVPD basis set) results for a molecular structure, C30H39N4O2RhSi at a distorted geometry.

Each line ends with the Löwdin charge.
Cartesian coordinates (Å):
Rh: 0.1590 -0.0239 0.1852  1.22
C: -0.8080 2.7871 -0.4404  -0.09
N: -1.4177 1.4899 -0.8287  -0.23
C: -1.3639 1.4626 -2.2960  -0.19
C: -1.7662 0.1626 -2.9693  -0.15
C: -0.6538 -0.8722 -2.9596  -0.21
N: -0.2970 -1.3597 -1.6403  -0.03
C: -0.4274 -2.6252 -1.4508  -0.10
C: 0.0935 -3.3738 -0.3504  -0.16
C: -0.3312 -4.6830 -0.0783  -0.05
C: 0.3114 -5.4526 0.8588  -0.10
C: 1.4287 -4.9250 1.5258  -0.07
C: 1.8664 -3.6474 1.2812  0.01
C: 1.1961 -2.8124 0.3504  -0.35
O: 1.6147 -1.6199 0.0876  -0.17
C: -2.8031 1.4979 -0.3069  -0.17
C: -3.6113 0.1904 -0.2033  -0.15
C: -2.8112 -1.0223 0.2921  -0.21
N: -1.7563 -0.5578 1.1620  -0.05
C: -1.8751 -0.7356 2.4319  -0.07
C: -1.1129 -0.0639 3.4310  -0.16
C: -1.2231 -0.4370 4.7803  -0.05
C: -0.5479 0.2400 5.7626  -0.10
C: 0.2579 1.3340 5.4053  -0.07
C: 0.3914 1.7233 4.0992  0.00
C: -0.2668 1.0266 3.0511  -0.36
O: -0.1413 1.4080 1.8224  -0.15
H: -1.2280 3.6047 -1.0414  0.10
H: 0.2656 2.7439 -0.5787  0.04
H: -0.9883 2.9825 0.6089  0.08
H: -0.3314 1.6845 -2.5803  0.12
H: -1.9928 2.2774 -2.6815  0.13
H: -1.9981 0.3835 -4.0128  0.12
H: -2.6655 -0.2541 -2.5196  0.09
H: 0.2422 -0.4267 -3.4040  0.11
H: -0.9512 -1.7090 -3.6007  0.12
H: -0.9219 -3.2185 -2.2270  0.14
H: -1.1887 -5.0779 -0.6143  0.11
H: -0.0286 -6.4570 1.0718  0.10
H: 1.9522 -5.5383 2.2493  0.11
H: 2.7303 -3.2355 1.7858  0.11
H: -3.3933 2.2097 -0.9000  0.13
H: -2.7314 1.8953 0.7034  0.11
H: -4.1035 -0.0658 -1.1423  0.10
H: -4.4077 0.4062 0.5124  0.11
H: -2.3775 -1.5440 -0.5534  0.08
H: -3.4871 -1.7157 0.8083  0.12
H: -2.6788 -1.3874 2.7929  0.14
H: -1.8525 -1.2840 5.0353  0.11
H: -0.6361 -0.0599 6.7980  0.10
H: 0.7978 1.8697 6.1765  0.11
H: 1.0307 2.5490 3.8134  0.12
C: 2.4974 3.1441 -1.4458  -0.19
Si: 3.1023 1.4793 -0.7554  0.43
C: 4.9668 1.7464 -0.5272  -0.19
C: 2.9247 0.2132 -2.1529  -0.17
N: 2.1895 0.8668 0.5819  -0.11
C: 2.6592 0.3646 1.7638  -0.35
C: 1.9167 -0.5931 2.5048  -0.11
C: 2.3930 -1.1673 3.6645  -0.10
C: 3.6259 -0.7909 4.1770  -0.12
C: 4.3579 0.1831 3.5072  -0.10
C: 3.8898 0.7565 2.3403  -0.05
H: 3.2830 3.5500 -2.0872  0.03
H: 2.2894 3.8813 -0.6676  0.03
H: 1.6068 3.0299 -2.0665  0.00
H: 5.3885 2.0325 -1.4938  0.03
H: 5.4676 0.8333 -0.2005  0.03
H: 5.2051 2.5441 0.1790  0.02
H: 3.2819 0.6070 -3.1084  0.03
H: 1.8790 -0.0815 -2.2548  -0.03
H: 3.4897 -0.6884 -1.9116  0.03
H: 0.9628 -0.8889 2.0755  0.06
H: 1.7930 -1.9081 4.1799  0.11
H: 4.0092 -1.2420 5.0834  0.09
H: 5.3137 0.4994 3.9074  0.10
H: 4.4679 1.5337 1.8618  0.07

HOMO (spin up / spin down) = -6.5 / -6.5 eV
max |F| = 0.0338 Eh/bohr
total energy = -1936.0489 a.u.
total charge = 0
gap between HOMO and LUMO (spin up / spin down) = 0.202 / 0.202 Eh
LUMO (spin up / spin down) = -0.96 / -0.97 eV

---

No. 2
DFT (ωB97M-V with the def2-TZVPD basis set) results for a molecular structure, C30H40As2Cl2LiN3O13.

Each line ends with the Löwdin charge.
Cartesian coordinates (Å):
Li: -0.9637 2.3745 1.6611  0.57
O: -1.1599 4.9502 -1.1207  -0.29
Cl: -1.4646 3.9583 -0.1519  0.65
O: -2.8786 3.8227 0.0444  -0.35
O: -0.8299 4.2540 1.1326  -0.40
O: -0.9175 2.6515 -0.5590  -0.46
C: -6.1298 0.6158 -0.9746  -0.04
O: -5.5557 -0.4181 -1.7886  -0.02
C: -4.8090 -1.3715 -1.2158  -0.58
O: -4.4702 -2.3413 -1.8358  0.14
C: -4.2042 -1.0844 0.1327  -0.24
C: -4.6478 -1.6638 1.2494  -0.25
As: -3.8464 -1.7299 3.1051  1.34
C: -2.8935 -3.4093 2.7857  -0.29
C: -2.6391 -0.2935 2.4745  -0.33
C: -1.8381 -0.5003 1.4063  -0.29
As: -2.7775 0.3225 -0.0928  1.38
C: -1.9257 -0.3240 -1.7220  -0.27
C: -0.8405 -1.6062 1.4269  -0.56
O: -0.3393 -2.0078 2.4475  0.09
O: -0.4538 -1.9931 0.2097  -0.06
C: 0.6214 -2.9478 0.1986  -0.01
C: -3.1984 1.0755 2.6636  -0.60
O: -2.4884 2.0684 2.6609  0.00
O: -4.4897 1.1273 2.9435  -0.07
C: -5.0204 2.4498 3.1706  0.00
C: -5.9161 -2.4476 1.1633  -0.51
O: -6.7662 -2.3179 0.3196  0.13
O: -6.0202 -3.3202 2.1797  -0.11
C: -7.2199 -4.1073 2.1913  -0.02
H: -6.9016 1.0710 -1.5879  0.10
H: -5.3828 1.3673 -0.7151  0.07
H: -6.5807 0.1921 -0.0800  0.09
H: -3.6349 -4.1833 2.9771  0.02
H: -2.0678 -3.5049 3.4855  0.03
H: -2.5350 -3.5083 1.7641  0.03
H: -1.8858 -1.4068 -1.7697  0.03
H: -0.9261 0.1075 -1.7417  0.01
H: -2.5035 0.0751 -2.5550  0.05
H: 0.8211 -3.1486 -0.8481  0.08
H: 0.3215 -3.8583 0.7144  0.10
H: 1.4951 -2.5262 0.6941  0.09
H: -6.0657 2.3009 3.4188  0.10
H: -4.9089 3.0466 2.2669  0.10
H: -4.4887 2.9302 3.9884  0.10
H: -7.1255 -4.7737 3.0427  0.09
H: -7.3076 -4.6709 1.2650  0.10
H: -8.0897 -3.4626 2.3025  0.10
C: 5.0224 1.9332 1.6930  -0.04
C: 5.5889 1.7013 0.2878  -0.52
C: 6.6295 0.5780 0.3670  -0.04
C: 6.3009 2.9994 -0.1252  -0.04
C: 4.4648 1.3523 -0.7468  -0.42
O: 3.6214 2.4836 -0.9565  -0.01
C: 5.0724 0.8753 -2.0859  -0.11
C: 4.1600 1.0011 -3.3151  -0.12
C: 3.1514 -0.1045 -3.5084  -0.25
C: 3.5644 -1.4235 -3.6821  -0.04
C: 2.6493 -2.4453 -3.8765  -0.10
C: 1.2968 -2.1439 -3.8996  -0.67
Cl: 0.1386 -3.4178 -4.1444  0.67
C: 0.8550 -0.8434 -3.7298  -0.10
C: 1.7871 0.1667 -3.5348  -0.03
C: 3.5082 0.2361 -0.2896  -0.03
N: 2.5349 0.5921 0.7312  -0.09
C: 1.5478 1.4843 0.6811  -0.13
N: 0.8275 1.4212 1.7922  0.04
C: 1.4460 0.4427 2.5054  -0.20
N: 2.4804 -0.0899 1.9013  0.12
H: 5.8034 2.3632 2.3236  0.09
H: 4.6968 1.0064 2.1621  0.07
H: 4.1839 2.6310 1.6767  0.09
H: 7.3244 0.7908 1.1810  0.09
H: 7.2149 0.4885 -0.5487  0.08
H: 6.1739 -0.3913 0.5800  0.09
H: 7.1761 3.1426 0.5099  0.09
H: 5.6629 3.8735 0.0246  0.09
H: 6.6530 2.9948 -1.1579  0.08
H: 4.1592 3.2340 -1.2313  0.10
H: 5.3969 -0.1623 -1.9696  0.12
H: 5.9776 1.4486 -2.2857  0.11
H: 4.8048 1.0360 -4.1972  0.12
H: 3.6332 1.9546 -3.2785  0.11
H: 4.6226 -1.6599 -3.6806  0.12
H: 2.9768 -3.4659 -4.0200  0.11
H: -0.2041 -0.6255 -3.7546  0.09
H: 1.4432 1.1861 -3.4002  0.12
H: 4.0696 -0.6043 0.1119  0.13
H: 2.9512 -0.1195 -1.1559  0.12
H: 1.3715 2.1395 -0.1534  0.12
H: 1.1101 0.1064 3.4719  0.12

HOMO = -8.8 eV
max |F| = 0.0117 Eh/bohr
total energy = -7708.8027 a.u.
energy relative to the best compared isomer or geometry (same formula, charge and spin) = 6.99 kJ/mol
total charge = 0
gap between HOMO and LUMO = 0.281 Eh
LUMO = -1.18 eV

---

No. 3
DFT (ωB97M-V with the def2-TZVPD basis set) results for a molecular structure, C30H40F6NO6RhS2Se at a distorted geometry.

Each line ends with the Löwdin charge.
Cartesian coordinates (Å):
Rh: -0.8293 2.0090 -1.7551  1.06
C: -2.3106 -1.6742 4.5561  -0.07
C: -2.6846 -2.4881 3.3160  -0.56
C: -4.1774 -2.8401 3.4053  -0.04
C: -1.8513 -3.7792 3.3187  -0.04
C: -2.4185 -1.7204 2.0251  -0.17
C: -1.8589 -0.4587 2.0015  -0.06
C: -1.6427 0.1716 0.7867  -0.38
Se: -0.7917 1.8993 0.7615  1.29
C: 1.0283 1.2520 0.7874  -0.37
C: 1.5932 0.8455 1.9847  -0.05
C: 2.8908 0.3708 1.9996  -0.16
C: 3.5652 0.3151 0.7727  0.03
C: 3.0282 0.7161 -0.4376  -0.07
C: 1.7057 1.2373 -0.4307  -0.34
O: 1.1503 1.7248 -1.5308  -0.22
C: 3.7999 0.5921 -1.7536  -0.53
C: 4.0059 1.9808 -2.3809  -0.03
C: 5.1808 -0.0340 -1.5429  -0.07
C: 3.0202 -0.3130 -2.7234  -0.03
C: 3.5907 -0.0941 3.2725  -0.56
C: 3.9480 -1.5827 3.1395  -0.04
C: 4.8723 0.7264 3.4805  -0.04
C: 2.7062 0.0786 4.5090  -0.06
C: -1.9888 -0.3845 -0.4473  -0.33
O: -1.8446 0.2767 -1.5821  -0.19
C: -2.5322 -1.6999 -0.4391  -0.07
C: -2.7307 -2.3029 0.7892  0.03
C: -2.8644 -2.4021 -1.7577  -0.53
C: -1.5922 -2.5183 -2.6159  -0.03
C: -3.3990 -3.8172 -1.5245  -0.07
C: -3.9405 -1.6122 -2.5215  -0.03
H: -2.5380 -2.2543 5.4514  0.09
H: -1.2437 -1.4406 4.5738  0.08
H: -2.8779 -0.7428 4.6072  0.09
H: -4.3818 -3.3574 4.3452  0.09
H: -4.7864 -1.9353 3.3689  0.09
H: -4.4888 -3.4917 2.5884  0.08
H: -2.0057 -4.3216 4.2543  0.09
H: -2.1300 -4.4390 2.4962  0.08
H: -0.7886 -3.5479 3.2250  0.09
H: -1.5759 0.0487 2.9155  0.10
H: 1.0006 0.8947 2.8893  0.10
H: 4.5708 -0.0805 0.7743  0.10
H: 4.5649 2.6292 -1.7032  0.09
H: 4.5708 1.8836 -3.3107  0.09
H: 3.0538 2.4539 -2.6098  0.06
H: 5.8081 0.5826 -0.8959  0.09
H: 5.1072 -1.0364 -1.1166  0.09
H: 5.6806 -0.1184 -2.5087  0.09
H: 2.0483 0.1107 -2.9662  0.07
H: 3.5838 -0.4263 -3.6518  0.09
H: 2.8708 -1.3022 -2.2860  0.09
H: 4.6422 -1.7568 2.3165  0.08
H: 4.4185 -1.9380 4.0590  0.09
H: 3.0496 -2.1758 2.9596  0.09
H: 5.5833 0.5797 2.6668  0.08
H: 4.6397 1.7910 3.5406  0.09
H: 5.3590 0.4258 4.4107  0.09
H: 1.8004 -0.5278 4.4392  0.08
H: 3.2553 -0.2446 5.3943  0.09
H: 2.4226 1.1232 4.6518  0.09
H: -3.1508 -3.2983 0.7998  0.10
H: -0.8145 -3.0608 -2.0741  0.09
H: -1.8178 -3.0643 -3.5343  0.09
H: -1.2103 -1.5374 -2.8894  0.07
H: -2.6713 -4.4421 -1.0026  0.09
H: -4.3318 -3.8076 -0.9567  0.09
H: -3.6037 -4.2807 -2.4904  0.09
H: -3.5838 -0.6216 -2.7940  0.07
H: -4.2035 -2.1446 -3.4382  0.09
H: -4.8423 -1.5052 -1.9155  0.09
F: 0.2403 4.1672 -2.8494  0.09
C: 0.0918 4.1096 -4.1934  -0.67
F: 1.1717 3.5402 -4.7033  0.17
F: -0.0289 5.3410 -4.6548  0.17
S: -1.4133 3.1111 -4.6372  0.62
O: -1.2320 1.8458 -3.9193  -0.35
O: -1.3825 3.0390 -6.0531  -0.22
N: -2.6290 3.9535 -4.1433  -0.28
S: -3.1927 4.1261 -2.6912  0.64
O: -4.5498 3.7302 -2.5529  -0.23
O: -2.2705 3.6999 -1.6300  -0.41
C: -3.1272 5.9766 -2.5382  -0.68
F: -3.5805 6.5601 -3.6346  0.16
F: -3.8540 6.3695 -1.5018  0.16
F: -1.8552 6.3328 -2.3437  0.14

HOMO (spin up / spin down) = -8.4 / -8.4 eV
max |F| = 0.0522 Eh/bohr
total energy = -5580.8570 a.u.
energy relative to the best compared isomer or geometry (same formula, charge and spin) = 114.60 kJ/mol
total charge = 0
gap between HOMO and LUMO (spin up / spin down) = 0.233 / 0.234 Eh
LUMO (spin up / spin down) = -2.06 / -2.05 eV